1.
Molecular formula: C4H41NO15
Method: DFT, wB97M-V/def2-TZVPD

XYZ file:
```
61
Properties=species:S:1:pos:R:3:forces:R:3:lowdin_charge:R:1
C 0.117941 -2.004937 0.695010 1.60 1.32 -1.08 -0.047
C 0.438843 -0.721566 -0.170962 -1.04 -0.93 1.90 -0.236
N -0.861800 -0.115670 -0.547779 0.85 0.95 -1.33 -0.078
C -0.550466 1.040847 -1.472991 -0.37 -0.67 1.12 -0.221
C -1.472612 2.238821 -1.332622 1.51 1.86 -1.61 -0.075
H -0.197529 -1.778864 1.698367 -0.61 -0.16 0.16 0.049
H 1.070196 -2.524241 0.772012 0.01 -0.37 0.13 0.075
H -0.551908 -2.581648 0.064662 -0.21 -0.18 0.58 0.048
H 0.957653 0.103069 0.393719 -0.47 -1.29 -0.62 0.090
H 1.115109 -1.112344 -0.928570 -0.21 0.56 -0.79 0.105
H -1.494822 -0.736147 -1.059137 0.59 -0.33 0.46 0.069
H 0.487413 1.267432 -1.197024 -0.29 0.60 -0.50 0.099
H -0.563446 0.710569 -2.519297 0.13 -0.07 0.10 0.113
H -1.110678 2.988771 -2.095166 -0.44 -0.83 0.06 0.094
H -2.521915 2.126540 -1.540109 -0.43 -0.47 0.17 0.071
H -1.317377 2.896667 -0.492247 -0.33 -0.74 0.80 0.025
H 3.518080 0.181535 3.912303 -0.08 0.02 0.03 0.064
H 2.325508 -0.119430 2.954720 0.44 0.38 0.36 0.018
O 3.302551 -0.121066 3.027871 -0.10 -0.70 0.42 -0.060
H 1.782254 -3.924303 -2.298838 -0.19 0.11 -0.25 0.060
H 0.904862 -3.476936 -3.478326 0.66 -0.40 0.37 0.032
O 0.967455 -4.145507 -2.772242 -0.40 0.31 -0.28 -0.058
H -3.079843 -2.101319 -2.159516 0.65 0.32 -0.46 0.004
H -3.014705 -0.572431 -2.592026 0.28 -0.35 -0.28 0.035
O -3.541698 -1.254091 -2.172121 -0.97 0.43 0.66 -0.049
H -4.073263 -2.418882 2.972909 -0.24 -0.44 -0.29 0.055
H -3.145743 -1.381685 2.483031 0.53 0.00 -0.66 0.022
O -3.650525 -2.147217 2.147931 -0.08 0.33 0.97 -0.065
H 4.069141 0.109515 1.549233 0.05 0.63 -0.95 0.022
H 3.683520 1.350408 0.710979 0.29 0.03 0.05 -0.006
O 4.108707 0.485536 0.629924 0.60 -0.94 0.83 -0.108
H -0.733602 -3.461556 -2.373159 -0.07 -0.77 0.74 0.018
H -1.973981 -3.679495 -1.322566 0.71 -0.53 -0.25 0.071
O -1.514914 -3.091329 -1.930451 -0.69 0.87 -0.19 -0.063
H 4.258035 0.902736 -1.441689 -0.01 0.14 -0.42 0.007
H 3.546681 -0.263246 -1.019659 0.07 -0.05 -0.29 0.004
O 3.787933 0.168639 -1.856841 -0.15 -0.39 -0.30 -0.104
H -3.645341 -0.298605 -0.187089 0.10 0.60 -0.40 0.030
H -4.302468 -0.777137 0.998663 -0.13 0.27 0.72 0.038
O -4.006695 0.074070 0.633565 -0.49 -0.75 -0.89 -0.061
H 2.897628 -1.159384 -3.882292 0.27 -0.22 0.46 0.035
H 1.800806 -1.781552 -4.683811 0.23 -0.20 -0.02 0.044
O 2.519650 -2.030561 -4.083471 -0.47 0.60 -0.35 -0.060
H 1.937288 1.088413 1.233566 -0.60 0.55 0.78 0.005
H 1.730483 2.605580 1.843686 -0.32 -1.01 -0.18 0.064
O 2.239506 1.996635 1.287424 0.43 2.02 -0.40 -0.088
H -1.306281 3.027802 2.133494 -0.05 0.32 -0.85 0.009
H -0.697854 3.671981 0.831569 -0.33 -0.17 0.08 0.003
O -0.590511 3.579398 1.776997 0.77 0.09 1.06 -0.053
H -3.706314 2.498982 2.402723 -0.09 0.21 0.03 0.079
H -3.401849 1.476931 1.312454 -0.48 0.08 -0.51 0.007
O -3.069253 2.315298 1.705660 -0.24 0.10 0.32 -0.068
H -2.138296 0.927940 2.099614 0.28 0.06 0.22 -0.007
H -1.331372 -0.036244 1.190565 -0.75 0.27 0.28 0.029
O -1.697313 0.069019 2.118575 0.54 -0.92 0.03 -0.112
H 2.952381 3.216595 -1.902026 -0.47 0.49 0.03 0.042
H 2.386455 3.190900 -0.371355 -0.06 0.11 -0.45 0.022
O 2.996813 2.839341 -1.026938 0.71 -0.45 0.04 -0.057
H 0.386084 1.453186 3.165048 -0.08 0.01 -0.02 0.061
H -0.018631 0.024429 2.721158 0.22 1.03 0.17 0.042
O 0.753460 0.641409 2.806269 -0.58 -1.32 0.51 -0.085
```
Positions in Å, forces in eV/Å.

Values from the calculation:
Orbital gap   0.36106 Ha
HOMO   -9.686 eV
Energy above the lowest of the compared OMol25 structures with the same formula, charge and spin   283.7 kJ/mol

2.
Molecular formula: C2H8N3
Method: DFT, wB97M-V/def2-TZVPD

XYZ file:
```
13
Properties=species:S:1:pos:R:3:forces:R:3:lowdin_charge:R:1
C 0.818266 1.081720 -0.665275 1.12 0.62 0.89 0.165
N 0.652269 0.006372 -0.012597 -0.15 -2.84 -1.41 -0.169
N 1.400857 -0.897216 0.653815 2.93 2.62 0.08 0.163
C -0.713733 -0.611001 -0.186658 -1.28 1.26 -2.02 -0.211
N -1.560301 0.368782 0.372547 -4.26 -0.74 2.12 0.013
H 1.622147 1.805040 -0.655939 0.54 -0.63 0.21 0.127
H -0.057706 1.377431 -1.165820 -0.81 0.51 -0.54 0.094
H 1.013386 -1.769566 0.910828 -0.46 -0.43 0.15 0.113
H 2.383624 -0.667188 0.885608 -1.16 -0.25 -0.30 0.165
H -0.677584 -1.444479 0.413675 -0.31 -1.91 1.21 0.085
H -0.964648 -0.968371 -1.266481 1.00 0.99 1.65 0.186
H -2.132674 0.897541 -0.294856 0.38 -0.42 0.26 0.094
H -2.303072 -0.044818 1.112549 2.47 1.21 -2.30 0.175
```
Positions in Å, forces in eV/Å.

Values from the calculation:
Orbital gap   0.37677 Ha
HOMO   -14.594 eV
Structure (SMILES)   C=[N+](N)CN
Energy above the lowest of the compared OMol25 structures with the same formula, charge and spin   383.8 kJ/mol
Net charge   +1

> Number 2 is which compound?

C2H8N3